1.
{
  "formula": "C5H9N2",
  "method": "ωB97M-V with the def2-TZVPD basis set",
  "elements": ["C", "H", "N", "C", "C", "H", "H", "H", "H", "C", "H", "H", "N", "H", "C", "H"],
  "xyz": [[-0.554, 0.304, -0.513], [-1.758, 0.268, -2.355], [-0.158, 0.617, 0.825], [-0.395, -1.224, -1.243], [-1.585, -0.270, -1.453], [2.637, 1.299, -1.107], [0.408, -1.279, -2.005], [-1.072, 0.116, 2.579], [-0.571, -1.968, -0.507], [0.759, 0.866, -0.194], [-2.551, -0.433, -0.941], [-0.056, -1.152, 1.941], [1.957, 1.255, -0.342], [0.631, 0.319, 2.654], [-0.138, -0.130, 2.060], [2.450, 1.411, 0.601]],
  "smiles": "CN1C(=[NH2+])C12CC2",
  "charge": 1,
  "multiplicity": 1
}

2.
{
  "formula": "C4H11NO",
  "method": "ωB97M-V with the def2-TZVPD basis set",
  "elements": ["H", "H", "H", "C", "H", "C", "H", "H", "H", "H", "H", "C", "O", "H", "C", "N", "H"],
  "xyz": [[-2.319, 1.303, -0.004], [2.056, -1.375, 2.512], [0.039, -2.340, 0.391], [-1.375, 0.956, -0.430], [-1.128, 2.290, -2.157], [-1.222, 1.226, -1.919], [-2.067, 0.789, -2.438], [0.428, -0.643, 2.592], [1.826, 0.321, 2.377], [0.650, -1.553, -1.053], [-1.405, -0.148, -0.361], [1.404, -0.640, 2.055], [2.024, 0.070, -0.099], [-0.247, 0.808, -2.194], [1.267, -0.609, 0.574], [0.605, -1.646, -0.057], [-0.535, 1.189, 0.214]],
  "smiles": "CC(N)=O.CC",
  "charge": 0,
  "multiplicity": 1
}

3.
{
  "formula": "C15H21N5O3S",
  "method": "ωB97M-V with the def2-TZVPD basis set",
  "elements": ["H", "H", "H", "H", "C", "N", "C", "C", "C", "H", "H", "H", "C", "C", "O", "H", "C", "O", "O", "H", "H", "N", "N", "H", "C", "H", "H", "C", "C", "H", "N", "N", "H", "H", "C", "H", "H", "C", "C", "H", "H", "C", "H", "C", "S"],
  "xyz": [[0.955, 4.566, 1.097], [-3.008, -1.755, -1.650], [0.177, 2.364, -0.876], [-2.622, 2.644, 1.485], [0.419, 2.728, 0.138], [2.586, -4.285, -2.264], [0.623, 4.242, 0.110], [-1.776, 4.516, 0.750], [3.981, -1.449, 0.563], [-2.732, 4.972, 0.489], [1.257, -0.773, 0.604], [-2.251, 2.666, -0.259], [1.443, -2.721, -1.399], [-4.334, -0.072, -0.242], [-1.679, 0.798, 2.668], [1.396, 4.493, -0.617], [0.361, -0.986, 0.046], [-3.034, 0.234, 0.215], [0.748, 0.732, 2.251], [1.316, 2.221, 0.495], [3.159, -1.590, 1.261], [3.432, -3.415, -1.899], [2.766, -2.399, -1.342], [-0.993, 4.664, -1.251], [-2.070, -1.521, -1.173], [-0.557, 6.022, -0.209], [-0.993, -2.983, -2.302], [-2.001, -0.529, -0.191], [-0.937, -2.215, -1.546], [-4.428, 0.093, -1.320], [-0.638, 2.406, 1.062], [1.355, -3.904, -1.985], [-1.500, 4.836, 1.755], [-4.611, -1.101, -0.002], [3.476, -1.245, -0.862], [4.328, -1.107, -1.534], [4.550, -0.578, 0.874], [0.301, -1.949, -0.958], [-1.913, 2.995, 0.736], [4.626, -2.324, 0.603], [-4.994, 0.613, 0.288], [-0.768, -0.291, 0.415], [2.819, -0.375, -0.931], [-0.690, 4.940, -0.238], [-0.587, 0.907, 1.753]],
  "smiles": "CCn1nnnc1-c1ccc(OC)c(S(=O)(=O)N2CCCCC2)c1",
  "charge": 0,
  "multiplicity": 1
}

4.
{
  "formula": "C2HBr2FO",
  "method": "ωB97M-V with the def2-TZVPD basis set",
  "elements": ["F", "C", "O", "C", "H", "Br", "Br"],
  "xyz": [[-1.350, 0.084, -1.369], [-0.690, 0.094, -0.133], [1.646, -0.783, -0.872], [1.115, -0.110, -0.024], [1.571, 0.493, 0.793], [-1.112, 1.737, 0.867], [-1.181, -1.514, 0.738]],
  "smiles": "O=CC(F)(Br)Br",
  "charge": 0,
  "multiplicity": 1
}

| no. | energy (Ha) | LUMO level (eV) | HOMO-LUMO gap (eV) |
| --- | --- | --- | --- |
| 1 | -305.03333 | -3.507 | 9.668 |
| 2 | -288.99583 | 0.884 | 10.817 |
| 3 | -1481.83011 | 0.343 | 9.314 |
| 4 | -5399.88191 | 0.004 | 10.221 |